Record 1
A single C21H20ClN7O molecule. Source: the Open Molecules 2025 dataset; level of theory: ωB97M-V/def2-TZVPD.

XYZ file:
```
50
C21H20ClN7O, DFT ωB97M-V/def2-TZVPD
O -3.6496 0.3548 1.1274
Cl -1.0921 -8.7097 -2.8175
N -2.6712 -2.8353 0.0446
N -4.8655 -2.3634 0.4781
N 1.8097 3.1589 -1.0227
C -2.9181 -0.5935 0.8778
C -3.5038 -1.9255 0.4761
C -4.8358 -3.5788 -0.0164
C 2.0079 2.9417 0.2679
C 4.6968 4.7118 2.3017
C 3.6041 3.7761 2.2786
C 4.8195 5.2325 1.0474
C 3.6472 4.7131 -1.0999
C 3.1032 3.6834 0.9994
C 2.6328 4.0377 -1.7143
C -3.1734 -6.9565 -2.3960
C -1.0701 -6.4762 -1.2920
C -3.7439 -5.8208 -1.8002
C -1.6341 -5.3455 -0.7521
C -1.8427 -7.2613 -2.1382
C -2.9719 -4.9810 -0.9540
N 3.8776 4.5852 0.2687
N -3.5033 -3.8399 -0.3456
N 1.0554 2.1308 0.8853
N -1.5510 -0.3460 0.9593
C 2.3384 4.2905 -3.1831
C 0.9876 1.8776 2.3117
C -0.0428 1.5157 0.1531
C -0.0624 0.7807 2.4911
C -0.9644 0.9690 1.2650
H -5.6803 -4.2230 -0.2478
H 5.2662 4.9684 3.1888
H 3.2463 3.2825 3.1703
H 5.5652 5.9699 0.7965
H 4.3006 5.3953 -1.6221
H -3.7588 -7.6603 -3.0032
H -0.0396 -6.7447 -1.0298
H -4.7691 -5.5752 -2.0137
H -1.0015 -4.7907 -0.0670
H -0.9213 -1.0862 0.6297
H 2.9441 5.1430 -3.5741
H 1.2950 4.5358 -3.2588
H 2.5252 3.4044 -3.7611
H 0.7138 2.7653 2.8661
H 1.9548 1.5386 2.7032
H 0.3248 0.6924 -0.4692
H -0.5712 2.2503 -0.4642
H 0.4131 -0.2168 2.5211
H -0.6015 0.8739 3.4377
H -1.6898 1.7510 1.4968
```

## Properties
- DFT total energy (a.u.) = -1730.95329
- relative energy (zero: lowest compared OMol25 entry of this formula, charge and spin) (eV) = 0.3746
- HOMO (eV) = -7.26
- gap between HOMO and LUMO (Eh) = 0.270
- LUMO energy (eV) = 0.1
- SMILES = Cc1cn2cccc2c(N2CC[C@H](NC(=O)c3ncn(-c4ccc(Cl)cc4)n3)C2)n1


Record 2
A single C9H10O2 molecule. Source: the Open Molecules 2025 dataset; level of theory: ωB97M-V/def2-TZVPD.

XYZ file:
```
21
C9H10O2, DFT ωB97M-V/def2-TZVPD
C 0.8645 -0.9459 3.4481
C 0.1895 -0.1160 2.8875
C -1.3704 1.4603 1.5365
C -0.4348 0.7189 2.1205
C -1.4096 1.7966 0.0999
C -0.0758 1.5609 -0.6052
C 0.0398 -1.7863 -1.6263
C 1.4951 -1.6710 -1.0352
C 0.3346 0.1158 -0.5689
O -0.6609 -0.7291 -1.0091
O 1.5499 -0.3832 -0.5825
H 1.2929 -1.8521 3.8724
H -2.0299 2.1488 2.1777
H -2.1714 1.2013 -0.3386
H -1.5845 2.9518 -0.1170
H -0.2747 1.8399 -1.6790
H 0.7481 2.0585 -0.1013
H -0.0094 -1.5513 -2.7583
H -0.4115 -2.6201 -1.3060
H 1.8191 -2.4004 -0.2644
H 2.2384 -2.0333 -1.8581
```

## Properties
- DFT total energy (a.u.) = -499.13047
- relative energy (zero: lowest compared OMol25 entry of this formula, charge and spin) (eV) = 0.9246
- HOMO (spin up / spin down) (eV) = -5.44 / -8.73
- gap between HOMO and LUMO (spin up / spin down) (Eh) = 0.231 / 0.310
- spin multiplicity = 3
- ⟨S²⟩ = 2.044
- LUMO energy (spin up / spin down) (eV) = 0.8 / -0.3


Record 3
2 unconnected molecules or ions with the total composition C3H4BrF. Source: the Open Molecules 2025 dataset; level of theory: ωB97M-V/def2-TZVPD.

XYZ file:
```
9
C3H4BrF, DFT ωB97M-V/def2-TZVPD
C -0.6937 0.1356 0.1549
C -0.3996 0.9070 1.1835
C 0.5076 0.1370 -1.9141
F -0.9802 2.1010 1.5485
Br -0.5508 -0.9541 -2.9887
H -0.2787 -0.7561 0.2450
H -1.5206 0.4356 -0.4899
H 0.3195 0.6086 2.0603
H 1.3581 -0.3040 -1.4234
```

## Properties
- DFT total energy (a.u.) = -2790.38295
- relative energy (zero: lowest compared OMol25 entry of this formula, charge and spin) (eV) = 4.9235
- HOMO (spin up / spin down) (eV) = -8.62 / -8.46
- gap between HOMO and LUMO (spin up / spin down) (Eh) = 0.279 / 0.276
- LUMO energy (spin up / spin down) (eV) = -1.0 / -0.9


Record 4
A molecular structure, C2H2Cl3O6Pt. Source: the Open Molecules 2025 dataset; level of theory: ωB97M-V/def2-TZVPD.

XYZ file:
```
14
C2H2Cl3O6Pt, DFT ωB97M-V/def2-TZVPD
Pt 0.8044 0.6192 -0.6261
Cl 3.0355 0.3062 -2.1095
Cl 0.3553 3.0072 -1.4702
Cl 2.1112 1.0944 1.6295
O -0.0519 -3.2562 -1.5495
C 0.2355 -1.9685 -1.1541
O -0.1814 -1.0297 -1.8895
O 0.8130 -1.7605 -0.0794
H -0.5267 -3.0891 -2.3724
O -0.8717 1.5679 2.7952
C -1.6989 1.1600 1.7570
O -2.9246 1.3367 1.8870
O -1.1097 0.6487 0.7712
H 0.0100 1.3636 2.4107
```

## Properties
- DFT total energy (a.u.) = -2028.77518
- relative energy (zero: lowest compared OMol25 entry of this formula, charge and spin) (eV) = 0.0000
- HOMO (spin up / spin down) (eV) = 2.05 / 1.44
- gap between HOMO and LUMO (spin up / spin down) (Eh) = 0.198 / 0.220
- spin multiplicity = 3
- ⟨S²⟩ = 2.004
- LUMO energy (spin up / spin down) (eV) = 7.4 / 7.4
- charge = -3


Record 5
A single C6H10O molecule. Source: the Open Molecules 2025 dataset; level of theory: ωB97M-V/def2-TZVPD.

XYZ file:
```
17
C6H10O, DFT ωB97M-V/def2-TZVPD
C 2.0592 0.5155 -0.2270
C 0.8919 -0.4725 -0.1344
C 0.0042 -0.6365 1.1532
C -1.2309 -0.3781 0.3030
O -2.3839 -1.1185 0.5035
C -1.1652 0.9862 -0.2756
C -0.3654 -0.1318 -0.9243
H 3.0292 0.0171 -0.1284
H 2.0132 1.3120 0.5231
H 2.0417 0.9986 -1.2140
H 1.2407 -1.4707 -0.4257
H 0.1536 0.0843 1.9667
H 0.0322 -1.6494 1.5636
H -3.0550 -0.7766 -0.0995
H -2.0279 1.2737 -0.8754
H -0.7102 1.8169 0.2651
H -0.5273 -0.3700 -1.9740
```

## Properties
- DFT total energy (a.u.) = -309.78887
- relative energy (zero: lowest compared OMol25 entry of this formula, charge and spin) (eV) = 1.4559
- HOMO (eV) = -8.90
- gap between HOMO and LUMO (Eh) = 0.362
- LUMO energy (eV) = 0.9
- SMILES = C[C@H]1C[C@@]2(O)C[C@@H]12


Record 6
A single C4H8O2 molecule. Source: the Open Molecules 2025 dataset; level of theory: ωB97M-V/def2-TZVPD.

XYZ file:
```
14
C4H8O2, DFT ωB97M-V/def2-TZVPD
C -1.7225 0.0924 0.2872
C -0.3045 -0.2838 0.5999
C 0.4868 -1.1197 -0.3801
O 1.6882 -0.4115 -0.5596
C 1.4295 0.9546 -0.3552
O 0.3569 1.0653 0.5176
H -2.4872 -0.3378 0.9278
H -1.4474 1.1022 0.6150
H -2.0113 0.0254 -0.7784
H -0.1866 -0.5834 1.6446
H 0.7440 -2.1009 0.0221
H -0.0659 -1.2368 -1.3243
H 2.3202 1.3906 0.0933
H 1.1999 1.4434 -1.3098
```

## Properties
- DFT total energy (a.u.) = -307.63457
- relative energy (zero: lowest compared OMol25 entry of this formula, charge and spin) (eV) = 2.1188
- HOMO (eV) = -9.76
- gap between HOMO and LUMO (Eh) = 0.397
- LUMO energy (eV) = 1.0
- SMILES = C[C@H]1COCO1


- Which of these has the lowest relative energy (zero: lowest compared OMol25 entry of this formula, charge and spin)?
  C2H2Cl3O6Pt